(P)
11
Properties=species:S:1:pos:R:3:nbo_charge:R:1 method="wB97M-V/def2-TZVPD" smiles="O=c1[nH]c(O)nn1S" spin_multiplicity=1
O 1.02976 1.95432 0.04454 -0.64
C 0.19042 1.06567 -0.04098 0.72
N -1.18888 0.99333 -0.14824 -0.63
C -1.59511 -0.32595 0.00573 0.61
O -2.80588 -0.71772 0.04964 -0.62
N -0.60728 -1.09508 -0.10680 -0.31
N 0.52571 -0.28854 -0.07989 -0.41
S 2.14173 -0.86940 0.03652 0.18
H -1.74653 1.84932 0.13377 0.42
H -3.51794 0.00327 0.71191 0.50
H 2.52705 0.45871 0.37270 0.19



(Q)
11
Properties=species:S:1:pos:R:3:nbo_charge:R:1 method="wB97M-V/def2-TZVPD" smiles=Oc1nc(O)n(S)n1 spin_multiplicity=1
O 2.63284 0.35893 0.16416 -0.64
C 1.33498 0.23832 0.08104 0.60
N 0.71880 -0.99481 0.24640 -0.60
C -0.55656 -0.67606 0.05289 0.68
O -1.55059 -1.63393 0.00064 -0.67
N -0.79716 0.64879 -0.16157 -0.42
S -2.09963 1.62703 -0.73376 0.28
N 0.58313 1.22963 -0.23834 -0.35
H 3.05188 -0.53624 0.38763 0.51
H -1.19992 -2.54304 -0.17626 0.51
H -2.11777 2.28138 0.37717 0.11



Q: Which of them is the most stable? A: (Q).



(P)
7
Properties=species:S:1:pos:R:3:nbo_charge:R:1 method="wB97M-V/def2-TZVPD" spin_multiplicity=1
C 0.00342 -0.45843 -0.32016 -0.96
P 0.30964 1.09437 -1.27284 0.41
I -1.95073 1.72224 -1.82245 -0.13
H 0.83468 -0.90219 0.12254 0.24
H -0.43004 -1.21990 -0.90036 0.24
H -0.74798 -0.28400 0.35093 0.23
H -0.07982 2.28799 0.17545 -0.02



(Q)
7
Properties=species:S:1:pos:R:3:nbo_charge:R:1 method="wB97M-V/def2-TZVPD" smiles=PCI spin_multiplicity=1
P -0.01194 -1.29772 0.28154 0.34
C 0.25818 0.51719 -0.11359 -0.88
I 1.56372 1.66749 1.10650 0.11
H -1.17010 -1.10776 1.12009 -0.02
H -0.63142 -1.36905 -1.00089 -0.02
H 0.62547 0.30732 -1.13255 0.22
H -0.63391 1.28252 -0.26110 0.25



Q: Which of them is the most stable? A: (Q).



(P)
7
Properties=species:S:1:pos:R:3:nbo_charge:R:1 method="wB97M-V/def2-TZVPD" smiles="O=CNP=O" spin_multiplicity=1
O -0.37259 2.18933 0.08297 -0.54
C -0.01085 1.06933 0.00411 0.54
N -0.93371 0.07914 -0.08560 -1.01
P -2.58590 0.46776 -0.06012 1.48
O -3.23687 -0.81814 0.10553 -1.03
H 0.91029 0.58578 -0.30249 0.12
H -0.81803 -0.96319 0.19207 0.44



(Q)
7
Properties=species:S:1:pos:R:3:nbo_charge:R:1 method="wB97M-V/def2-TZVPD" spin_multiplicity=1
C 0.18812 -0.22642 -0.18181 0.19
N 1.84868 0.93289 -1.15417 -0.67
O 2.67232 3.24695 -1.53890 -1.04
O 1.01113 -0.11738 -1.13546 -0.14
P 1.48162 2.42180 -1.63931 1.33
H 0.01232 0.49118 0.49446 0.16
H -0.21869 -1.14185 0.04928 0.17



Q: Which of them is the most stable? A: (P).



(P)
88
Properties=species:S:1:pos:R:3:mulliken_charge:R:1 method="wB97M-V/def2-TZVPD" smiles="NC(N)=O.NC(N)=O.NC(N)=O.NC(N)=O.NC(N)=O.NC(N)=O.NC(N)=O.NC(N)=O.NC(N)=O.NC(N)=O.NC(N)=O" spin_multiplicity=1
N -2.77283 1.47019 6.04776 -0.43
C -2.57766 1.12782 4.73319 0.64
N -1.27968 0.96493 4.34736 -0.29
O -3.51290 0.86780 3.99584 -0.68
H -3.72031 1.42381 6.37414 0.23
H -2.05407 1.76960 6.67735 0.15
H -1.17394 0.49454 3.46500 0.21
H -0.51353 1.22133 4.93751 0.15
N -4.14274 1.95944 1.02383 -0.10
C -5.15288 2.67205 0.45214 0.67
N -6.16345 2.99418 1.32022 -0.44
O -5.07136 3.20236 -0.65175 -0.78
H -3.37366 1.81522 0.38750 -0.07
H -4.03883 1.82675 2.01468 0.21
H -6.97149 3.36939 0.85400 0.24
H -6.24696 2.68765 2.27019 0.17
N -2.85203 2.41425 -2.25389 -0.30
C -2.37521 1.13271 -2.22217 0.37
N -1.45102 0.88462 -3.18919 -0.09
O -2.73057 0.35212 -1.33190 -0.70
H -2.48711 3.00621 -2.97999 0.15
H -3.72222 2.63678 -1.76421 0.25
H -1.49611 1.49535 -3.98478 0.20
H -1.01494 -0.02698 -3.28297 0.04
N 1.53262 2.22162 -3.14298 -0.10
C 1.26561 3.16004 -4.08658 0.64
N 1.79002 2.88497 -5.33851 -0.43
O 0.77669 4.26880 -3.91367 -0.67
H 0.91765 2.16541 -2.34885 0.06
H 2.15992 1.49428 -3.43075 0.12
H 1.62507 3.66183 -5.95246 0.22
H 2.41153 2.13389 -5.56547 0.17
N 1.40040 -0.10342 1.55013 -0.07
C 0.44259 -0.02546 0.57549 0.22
N -0.82033 -0.25628 1.02361 0.25
O 0.71933 0.31159 -0.57097 -0.53
H 2.30965 0.30933 1.44294 0.06
H 1.22752 -0.48922 2.46137 0.10
H -0.90319 -0.86896 1.82714 0.12
H -1.55804 -0.26607 0.33071 -0.20
N -3.82430 -2.24223 -1.02626 0.05
C -5.11628 -2.33004 -0.60970 0.36
N -5.79034 -1.16021 -0.61140 -0.30
O -5.64188 -3.41269 -0.35214 -0.72
H -3.33181 -1.36845 -1.16638 0.11
H -3.46438 -3.09027 -1.42355 0.25
H -6.72717 -1.06725 -0.27262 0.20
H -5.36777 -0.38021 -1.08629 0.17
N 7.51725 0.97384 -1.24654 -0.42
C 6.23033 1.17646 -0.83582 0.70
N 6.00242 0.85066 0.46835 -0.21
O 5.33760 1.47643 -1.61894 -0.72
H 8.28693 0.78977 -0.63208 0.14
H 7.70047 0.96835 -2.23241 0.22
H 5.04635 0.82517 0.77794 0.20
H 6.74132 0.68554 1.12322 0.13
N 5.30451 -0.44343 4.52138 -0.41
C 4.44921 0.44577 3.95733 0.64
N 4.10001 1.50255 4.73969 -0.43
O 4.08314 0.36880 2.79102 -0.70
H 5.52802 -1.31985 4.08962 0.23
H 5.75155 -0.23380 5.39525 0.17
H 3.44128 2.15100 4.34915 0.23
H 4.39796 1.59920 5.69189 0.16
N 4.87336 -1.94770 -2.64254 -0.40
C 3.63755 -1.83882 -2.04244 0.51
N 3.34917 -0.56794 -1.66073 0.10
O 2.80292 -2.73967 -2.07684 -0.67
H 5.28464 -1.19968 -3.16576 0.18
H 5.17099 -2.89425 -2.79459 0.22
H 4.09293 0.11911 -1.54547 0.08
H 2.43112 -0.34135 -1.30413 0.04
N 0.48561 -3.26178 -3.73269 -0.39
C -0.46982 -2.52963 -3.10799 0.51
N -0.20996 -2.25894 -1.80586 0.13
O -1.34472 -1.94109 -3.74378 -0.71
H 0.48950 -3.27718 -4.73415 0.21
H 1.06582 -3.90884 -3.23068 0.19
H -0.68738 -1.50813 -1.33725 -0.12
H 0.67406 -2.51487 -1.39382 0.23
N -1.98721 -4.08893 1.02072 -0.41
C -2.18932 -3.13310 1.96564 0.74
N -3.48920 -2.77075 2.15521 -0.30
O -1.29106 -2.63962 2.64761 -0.76
H -2.76751 -4.30429 0.42508 0.20
H -1.06359 -4.26906 0.67491 0.23
H -4.24152 -3.13842 1.59710 0.17
H -3.67231 -2.17462 2.94072 0.19



(Q)
88
Properties=species:S:1:pos:R:3:mulliken_charge:R:1 method="wB97M-V/def2-TZVPD" smiles="NC(N)=O.NC(N)=O.NC(N)=O.NC(N)=O.NC(N)=O.NC(N)=O.NC(N)=O.NC(N)=O.NC(N)=O.NC(N)=O.NC(N)=O" spin_multiplicity=1
N 0.61430 1.35528 4.22682 -0.39
C -0.72836 1.09950 4.29805 0.63
N -1.35424 1.47892 5.43227 -0.40
O -1.30638 0.47546 3.40351 -0.57
H 1.05496 1.76882 5.02625 0.19
H 1.12128 0.96418 3.45475 0.22
H -2.33479 1.28671 5.52223 0.21
H -0.90413 1.94399 6.19810 0.14
N -2.09310 4.88916 1.36443 -0.41
C -2.41108 4.15842 0.25258 0.54
N -1.43793 4.17841 -0.71482 -0.34
O -3.47600 3.57636 0.14504 -0.64
H -2.69166 4.82566 2.16641 0.23
H -1.30592 5.50346 1.45751 0.17
H -0.51214 4.38745 -0.38702 0.24
H -1.50575 3.60828 -1.54063 0.02
N 4.64366 -4.43855 0.36458 -0.40
C 3.43628 -4.04375 -0.11087 0.74
N 3.24532 -2.68889 -0.16845 -0.08
O 2.53547 -4.80827 -0.42595 -0.71
H 4.89493 -5.38163 0.58036 0.23
H 5.29061 -3.70939 0.60307 0.15
H 2.38013 -2.32878 -0.53580 0.06
H 3.93852 -2.02162 0.11486 0.16
N -0.48973 0.71832 0.16001 -0.15
C 0.38291 -0.29329 0.40715 0.25
N 0.20418 -0.92725 1.59217 0.33
O 1.23398 -0.62460 -0.42741 -0.91
H -0.51112 1.06548 -0.78575 0.06
H -1.37216 0.83720 0.63394 0.16
H -0.28373 -0.42825 2.34348 -0.21
H 0.81164 -1.71119 1.77452 0.15
N -5.59123 -1.42525 1.79289 -0.39
C -4.33599 -1.94478 1.86374 0.62
N -3.59019 -1.50867 2.93145 -0.16
O -3.85979 -2.73556 1.06347 -0.62
H -6.25032 -1.68807 1.08752 0.22
H -5.85519 -0.72281 2.45817 0.14
H -2.60093 -1.63276 2.84940 -0.01
H -4.01378 -0.87658 3.58295 0.17
N 1.40562 3.24482 -4.35264 -0.19
C 1.94220 4.18698 -3.52402 0.43
N 1.45216 4.00743 -2.23435 -0.19
O 2.62466 5.13862 -3.83221 -0.65
H 1.69769 3.15510 -5.30775 0.23
H 0.93011 2.47685 -3.91188 0.07
H 1.82813 4.56046 -1.48735 0.16
H 0.74348 3.33898 -1.99150 0.21
N -1.07769 -2.72752 5.17937 -0.11
C -0.25107 -1.78380 5.75539 0.49
N 0.80785 -1.44638 4.96126 -0.17
O -0.45495 -1.35387 6.87672 -0.69
H -1.22154 -2.70306 4.18622 -0.05
H -1.81769 -3.01812 5.79253 0.23
H 0.92211 -2.04396 4.15483 0.03
H 1.59855 -0.96797 5.34439 0.24
N 3.76435 -0.10597 -2.52705 -0.13
C 4.69729 -0.59599 -3.38902 0.62
N 4.80403 0.14217 -4.56117 -0.48
O 5.41324 -1.53660 -3.09314 -0.63
H 3.63245 -0.56326 -1.64652 0.09
H 3.20299 0.69571 -2.74654 0.05
H 5.40951 -0.23551 -5.26836 0.24
H 4.95681 1.12040 -4.36771 0.21
N -2.23175 4.05572 -3.84902 -0.34
C -2.07307 2.70353 -3.87097 0.69
N -3.00981 2.00265 -4.56843 -0.48
O -1.24894 2.11689 -3.15696 -0.75
H -2.85633 4.52084 -4.48193 0.20
H -1.47376 4.58489 -3.45026 0.22
H -2.96777 1.00943 -4.41745 0.29
H -3.51509 2.44136 -5.31414 0.18
N -1.26839 -4.89408 2.75453 -0.32
C -0.11170 -4.32006 2.31759 0.59
N -0.07926 -4.06694 0.98091 -0.14
O 0.88319 -4.11624 3.01749 -0.71
H -1.93575 -5.12789 2.03990 0.16
H -1.38538 -5.35257 3.63705 0.26
H 0.77347 -3.92640 0.46552 -0.01
H -0.94469 -4.01458 0.47077 0.14
N 0.67838 -0.03757 -3.28480 0.38
C 0.39908 -0.83951 -4.36098 0.37
N -0.29787 -0.18754 -5.37314 -0.28
O 0.86006 -1.94389 -4.54603 -0.65
H 0.96235 -0.50362 -2.42163 0.06
H 0.06878 0.75479 -3.11990 0.15
H -0.32926 -0.64857 -6.26403 0.20
H -0.87930 0.62274 -5.26855 0.14



Q: Which of them is the most stable? A: (P).